22
Properties=species:S:1:pos:R:3:nbo_charge:R:1 method="wB97M-V/def2-TZVPD" e_homo_ev=-9.4 homo_lumo_gap_ev=9.768 total_energy_ha=-2169.17485 largest_force_ev_per_a=0.3 molar_mass_g_mol=282.3 relative_energy_kcal_mol=0.0 lumo_ev=0.33
O -1.733 -2.265 1.871 -0.865
S -0.679 -1.329 1.789 2.434
O 0.547 -1.476 2.496 -0.912
F -1.242 0.063 2.220 -0.471
C -0.264 -1.053 0.070 -0.780
C 0.790 0.013 -0.232 -0.563
P 2.364 0.029 0.721 0.889
S 3.740 1.083 -0.145 -0.561
C 0.156 1.411 -0.294 -0.465
C -0.705 1.530 -1.555 -0.069
O -1.152 0.226 -2.015 -0.709
S -1.752 -0.773 -0.967 2.413
O -2.734 -0.102 -0.184 -0.913
O -2.004 -1.975 -1.678 -0.889
H 0.071 -2.056 -0.211 0.297
H 1.157 -0.238 -1.234 0.272
H 2.015 0.425 2.015 -0.009
H 2.624 -1.343 0.866 -0.018
H -0.435 1.594 0.605 0.233
H 0.937 2.172 -0.335 0.260
H -0.124 1.899 -2.396 0.213
H -1.578 2.164 -1.407 0.214